No. 1
Formula: C4H5AgO2
Source: the Open Molecules 2025 dataset
Level of theory: ωB97M-V/def2-TZVPD

Values from the calculation:
net charge = +1
multiplicity = 2
energy above the lowest of the compared OMol25 structures with the same formula, charge and spin = 212.7 kJ/mol
lowest unoccupied orbital energy (spin up / spin down) = -5.323 / -5.634 eV
calculated total energy = -12309.6227 eV
⟨S²⟩ = 0.760
highest occupied orbital energy (spin up / spin down) = -0.475 / -0.524 hartree

Positions of all 12 atoms, in Å:
H1 -3.04497 0.72753 1.21721
O1 -2.12321 0.98035 1.11668
C1 -1.52520 0.15345 0.14068
C2 -0.10129 0.49059 -0.00876
C3 0.94352 1.18857 0.04692
H2 -2.01959 0.26698 -0.83987
H3 -1.59793 -0.91259 0.41857
H4 1.62473 1.92022 0.45904
C4 1.47513 -0.59179 -0.65879
O2 1.64974 -1.71758 0.00021
Ag1 3.58906 -1.83901 -0.18033
H5 1.12999 -0.66674 -1.71157

Results of the Mulliken charge analysis, in e, for atoms 1 through 5:
1 H 0.33
2 O -0.49
3 C -0.28
4 C 0.04
5 C -0.09

***

No. 2
Formula: C4H5AgO5
Source: the Open Molecules 2025 dataset
Level of theory: ωB97M-V/def2-TZVPD

Values from the calculation:
net charge = 0
multiplicity = 1
energy above the lowest of the compared OMol25 structures with the same formula, charge and spin = 0.0 kJ/mol
lowest unoccupied orbital energy = -0.463 eV
calculated total energy = -18465.1148 eV
highest occupied orbital energy = -0.325 hartree

Positions of all 15 atoms, in Å:
Ag1 0.18409 -0.41648 -0.65102
O1 -3.42582 1.00667 1.52613
C1 -2.24450 0.53989 1.12560
O2 -2.07667 0.03524 0.03754
C2 -1.18777 0.73944 2.18650
O3 -0.01126 0.15053 1.74682
C3 1.21599 0.73908 2.19590
C4 2.39250 0.37336 1.28570
O4 3.49073 0.50430 1.80119
O5 2.14666 0.05108 0.06832
H1 -4.06119 0.85683 0.80512
H2 -1.56137 0.30016 3.11781
H3 -1.08461 1.81756 2.35573
H4 1.44106 0.41610 3.21076
H5 1.11966 1.83003 2.17921

Results of the Mulliken charge analysis, in e, for atoms 1 through 5:
1 Ag 0.59
2 O -0.43
3 C 0.65
4 O -0.56
5 C -0.41